## a
This record from the OMol25 dataset describes an isolated molecule of C3H5N. The level of theory is wB97M-V/def2-TZVPD.

Structure (XYZ):
```
9
C3H5N (wB97M-V/def2-TZVPD)
C -1.0029 1.8365 1.6699
C -0.7398 0.0596 -0.2373
C 0.5922 -0.4345 -0.5548
N -0.9104 0.9704 0.7931
H -1.3518 1.7282 2.6725
H -1.2904 0.1640 -1.0903
H 1.2225 -0.7084 0.2579
H 1.1247 0.0249 -1.2803
H 0.3373 -1.4310 -0.9563
```

Results
- HOMO energy: -7.675 eV
- Kohn-Sham gap: 0.322 hartree
- Net charge: 0

## b
This record from the OMol25 dataset describes a cluster of 2 separate species, C3H5N in total. The level of theory is wB97M-V/def2-TZVPD.

Structure (XYZ):
```
9
C3H5N (wB97M-V/def2-TZVPD)
C 3.0863 0.5093 0.0146
N 3.0334 -0.6136 0.1328
H 3.0890 1.5610 -0.1514
C -0.9587 -0.4827 -0.2362
C -2.1430 -0.1334 0.2501
H -0.1793 -0.7546 0.3272
H -0.7132 -0.3251 -1.2381
H -2.9675 0.3045 -0.4652
H -2.2472 -0.0653 1.3662
```

Results
- HOMO energy: -10.125 eV
- Kohn-Sham gap: 0.408 hartree
- Net charge: 0
- SMILES string: C#N.C=C

The structure with the greatest stability is b.

## a
This record from the OMol25 dataset describes an isolated molecule of CH2ClNO. The level of theory is wB97M-V/def2-TZVPD.

Structure (XYZ):
```
6
CH2ClNO (wB97M-V/def2-TZVPD)
Cl 2.9190 -0.3811 -0.0806
N 1.5809 0.5496 0.6017
C 0.3120 0.1494 0.1045
O 1.1112 1.5203 -0.2693
H 0.2469 -0.4948 -0.7614
H -0.5398 0.3578 0.7286
```

Results
- HOMO energy: -9.941 eV
- Kohn-Sham gap: 0.390 hartree
- Net charge: 0
- SMILES string: ClN1CO1

## b
This record from the OMol25 dataset describes a cluster of 2 separate species, CH2ClNO in total. The level of theory is wB97M-V/def2-TZVPD.

Structure (XYZ):
```
6
CH2ClNO (wB97M-V/def2-TZVPD)
C 2.1445 -0.4989 -0.0489
N 0.9878 -0.2344 -0.0440
H 3.0913 -0.0130 0.0898
O -1.4462 0.4035 -0.1469
Cl -3.1347 0.4786 -0.3655
H -1.6426 -0.1358 0.5155
```

Results
- HOMO energy: -10.307 eV
- Kohn-Sham gap: 0.394 hartree
- Net charge: 0
- SMILES string: C#N.OCl

The structure with the greatest stability is b.

## a
This record from the OMol25 dataset describes a cluster of 2 separate species, C2H12O2Si3 in total. The level of theory is wB97M-V/def2-TZVPD.

Structure (XYZ):
```
19
C2H12O2Si3 (wB97M-V/def2-TZVPD)
C -1.6644 -1.8219 -1.2312
Si -0.3403 -0.4963 -1.7418
C 1.3464 -1.0636 -0.9930
Si -1.3933 1.2881 -0.8115
O -0.9998 2.6778 -0.2846
H -1.2683 -2.5897 -0.6511
H -2.5040 -1.3023 -0.9999
H -1.9420 -2.3605 -2.1545
H -0.4502 -0.2203 -3.1617
H 1.3416 -0.8618 0.0542
H 1.5213 -2.1487 -1.1567
H 2.1675 -0.5770 -1.4194
H -2.9300 0.7995 -0.7122
O 1.0165 1.7935 1.2125
Si 1.2713 2.1088 2.8263
H 0.6057 2.4984 0.7322
H -0.0845 2.3498 3.3985
H 2.2577 3.1309 3.0941
H 1.8492 0.8196 2.8824
```

Results
- HOMO energy: -9.754 eV
- Kohn-Sham gap: 0.339 hartree
- Net charge: 0
- SMILES string: C[SiH](C)[SiH]=O.O[SiH3]

## b
This record from the OMol25 dataset describes a cluster of 2 separate species, C2H12O2Si3 in total. The level of theory is wB97M-V/def2-TZVPD.

Structure (XYZ):
```
19
C2H12O2Si3 (wB97M-V/def2-TZVPD)
C 3.7160 0.8190 0.9062
C 2.3742 -0.9766 -1.2253
O -2.8895 2.5305 -0.5886
O -3.4433 1.2208 -0.2585
Si -4.1986 -1.4375 0.4383
Si 2.0545 0.3158 0.1286
Si -2.4338 -0.0764 -0.1255
H 4.4161 1.1832 0.1587
H 3.5830 1.6075 1.6409
H 4.1889 -0.0175 1.4138
H 2.8995 -0.5371 -2.0693
H 2.9783 -1.8060 -0.8640
H 1.4410 -1.3864 -1.6001
H -3.6767 3.0875 -0.5483
H -5.6561 -1.3029 0.2738
H -4.0550 -1.7425 1.8776
H -3.8822 -2.7053 -0.2449
H 1.1851 -0.2521 1.1712
H 1.3986 1.4761 -0.4846
```

Results
- HOMO energy: -8.491 eV
- Kohn-Sham gap: 0.292 hartree
- Net charge: 0

The structure with the greatest stability is a.

## a
This record from the OMol25 dataset describes a structure of composition C4H5N2. The level of theory is wB97M-V/def2-TZVPD.

Structure (XYZ):
```
11
C4H5N2 (wB97M-V/def2-TZVPD)
C -0.7539 -0.8256 0.3487
C -2.0951 -0.5763 0.3039
C -1.9555 0.6730 -0.2015
C 1.6747 -0.1315 0.1282
N -0.6450 0.9368 -0.5138
N 0.1991 -0.0036 -0.0717
H -2.8801 -1.2383 0.5670
H -2.7973 1.3569 -0.6410
H 1.6859 -1.0685 0.7296
H 1.8538 0.7713 0.6501
H 2.0925 -0.1906 -0.8111
```

Results
- HOMO energy (alpha / beta): -15.938 / -15.935 eV
- Kohn-Sham gap (alpha / beta): 0.283 / 0.282 hartree
- Net charge: +1

## b
This record from the OMol25 dataset describes a structure of composition C4H5N2. The level of theory is wB97M-V/def2-TZVPD.

Structure (XYZ):
```
11
C4H5N2 (wB97M-V/def2-TZVPD)
C -1.8343 -0.4964 0.2243
C 1.0671 1.1195 0.1962
C -0.4005 -0.2973 0.6216
C -0.4568 1.1169 0.2714
N -1.6313 0.9212 -0.2384
N 0.8918 -0.3318 0.3375
H -2.2394 -1.2532 -0.4759
H -2.5187 -0.5580 0.9648
H 1.5122 1.3443 -0.7478
H 1.6550 1.4983 0.9267
H 1.7992 -1.2592 -0.8293
```

Results
- HOMO energy (alpha / beta): -15.121 / -15.118 eV
- Kohn-Sham gap (alpha / beta): 0.303 / 0.303 hartree
- Net charge: +1

The structure with the greatest stability is a.